[1]
Molecular formula: C17H23O3Rh
Method: DFT, ωB97M-V/def2-TZVPD

Calculated values
HOMO-LUMO gap (alpha / beta) ... 3.050 / 5.381 eV
<S²> ... 6.03
E_HOMO (alpha / beta) ... 0.086 / -0.047 hartree
Total energy ... -997.50579 hartree

The geometry in ORCA input format:
```
! wB97M-V def2-TZVPD RIJCOSX def2/J DEFGRID3
* xyz -2 5
Rh 1.222 -0.323 0.631
C -2.771 1.089 0.779
C -2.244 2.138 -0.029
C -1.981 1.611 -1.324
H -2.080 3.156 0.320
C -2.390 0.253 -1.338
C -2.844 -0.086 -0.030
H -3.204 -1.061 0.307
H -3.042 1.173 1.835
H -1.471 2.106 -2.158
H -2.343 -0.399 -2.218
C 1.469 -2.024 1.673
C 0.069 -1.841 1.308
C 0.006 -1.733 -0.129
H -0.761 -1.805 2.018
C 1.312 -1.877 -0.657
C 2.226 -2.042 0.429
H 3.296 -2.170 0.377
H 1.875 -2.059 2.683
H -0.931 -1.783 -0.705
H 1.570 -2.039 -1.710
O 0.430 2.164 0.338
C 2.244 0.575 -3.970
C 2.171 1.794 -3.366
C 0.943 0.108 -4.594
C 3.371 -0.351 -3.619
C 1.207 2.422 -0.584
H 1.329 2.508 -3.641
H 2.852 2.126 -2.543
H 2.259 1.925 -0.745
H 1.154 3.351 -1.359
H 1.064 -0.029 -5.669
H 0.086 0.822 -4.445
H 0.541 -0.814 -4.102
H 4.052 -0.422 -4.471
H 2.990 -1.352 -3.378
H 3.996 -0.097 -2.718
C 0.270 1.393 3.338
C 1.603 1.753 2.814
O 1.761 3.001 2.910
O 2.447 0.915 2.313
H 0.239 1.712 4.371
H 0.000 0.362 3.287
H -0.465 1.998 2.820
*
```

And the Löwdin charges, in e, turn out to be:
1. Rh 0.977
2. C -0.129
3. C -0.093
4. C -0.114
5. H 0.103
6. C -0.146
7. C -0.119
8. H 0.092
9. H 0.079
10. H 0.088
11. H 0.083
12. C -0.274
13. C -0.276
14. C -0.307
15. H 0.076
16. C -0.295
17. C -0.292
18. H 0.070
19. H 0.081
20. H 0.066
21. H 0.069
22. O -0.227
23. C -0.439
24. C -0.043
25. C -0.112
26. C -0.108
27. C -0.365
28. H 0.054
29. H 0.027
30. H 0.023
31. H 0.019
32. H 0.045
33. H 0.070
34. H 0.074
35. H 0.052
36. H 0.048
37. H 0.090
38. C -0.073
39. C -0.770
40. O -0.105
41. O -0.156
42. H 0.058
43. H 0.036
44. H 0.060

=====

[2]
Molecular formula: C11H10F5IO6
Method: DFT, ωB97M-V/def2-TZVPD

Calculated values
HOMO-LUMO gap ... 10.065 eV
E_HOMO ... -0.371 hartree
Total energy ... -1673.60922 hartree
SMILES string ... O=COCCC(=O)O[C@@](CC(=O)F)(CC(=O)I)C(F)(F)C(F)F

The geometry in ORCA input format:
```
! wB97M-V def2-TZVPD RIJCOSX def2/J DEFGRID3
* xyz 0 1
O 4.440 0.420 2.554
C 4.250 -0.438 1.732
O 4.355 -0.238 0.394
C 3.240 0.540 -0.135
C 2.347 -0.419 -0.896
C 1.035 0.205 -1.301
O 1.000 1.244 -1.895
O -0.043 -0.591 -1.060
C -1.227 -0.137 -0.426
C -1.174 -0.380 1.103
C 0.197 -0.595 1.687
O 0.748 -1.674 1.689
F 0.793 0.449 2.260
C -1.744 1.235 -0.863
C -1.564 2.433 0.059
O -2.528 3.043 0.447
I 0.347 3.198 0.667
C -2.247 -1.170 -0.987
F -1.809 -2.401 -0.750
F -2.273 -1.017 -2.326
C -3.706 -1.049 -0.553
F -4.329 -2.162 -0.947
F -3.863 -0.926 0.767
H 3.952 -1.442 2.046
H 2.758 1.031 0.694
H 3.684 1.244 -0.812
H 2.836 -0.626 -1.839
H 2.223 -1.372 -0.410
H -1.690 0.390 1.664
H -1.683 -1.295 1.336
H -2.806 1.226 -1.027
H -1.322 1.500 -1.820
H -4.197 -0.227 -1.055
*
```

And the Löwdin charges, in e, turn out to be:
1. O 0.101
2. C -0.334
3. O -0.042
4. C -0.141
5. C -0.050
6. C -0.457
7. O 0.096
8. O 0.066
9. C -0.297
10. C 0.018
11. C -0.425
12. O 0.158
13. F 0.069
14. C -0.076
15. C -0.776
16. O 0.003
17. I 1.005
18. C -0.445
19. F 0.175
20. F 0.145
21. C -0.324
22. F 0.124
23. F 0.119
24. H 0.145
25. H 0.078
26. H 0.131
27. H 0.139
28. H 0.120
29. H 0.136
30. H 0.126
31. H 0.114
32. H 0.133
33. H 0.165

=====

[3]
Molecular formula: C12H26LuN6O6
Method: DFT, ωB97M-V/def2-TZVPD

Calculated values
HOMO-LUMO gap (alpha / beta) ... 4.221 / 4.074 eV
E_HOMO (alpha / beta) ... -0.343 / -0.338 hartree
Relative energy (zero: lowest compared OMol25 entry of this formula, charge and spin) ... 0.0 kJ/mol
Total energy ... -2487.94138 hartree

The geometry in ORCA input format:
```
! wB97M-V def2-TZVPD RIJCOSX def2/J DEFGRID3
* xyz 1 1
O 0.006 0.254 -5.750
H -0.516 -0.034 -6.515
Lu 0.178 -0.100 -0.361
N 0.294 2.034 0.346
N 1.546 1.093 -1.623
N -1.534 -1.231 0.499
N -0.237 -1.795 -1.690
O -0.381 2.278 1.417
O -2.210 -0.988 1.729
O 0.206 -2.071 -2.995
O 1.961 0.540 -2.717
C 2.026 2.288 -1.179
C 1.375 2.766 -0.004
C -1.558 -2.521 0.143
C -0.877 -2.816 -1.085
C 1.835 3.785 0.950
H 2.080 3.295 1.901
H 1.030 4.502 1.140
H 2.711 4.321 0.604
C 3.179 2.921 -1.839
H 2.943 3.178 -2.876
H 4.035 2.239 -1.842
H 3.460 3.824 -1.299
C -2.104 -3.525 1.072
C -0.859 -4.177 -1.652
H -2.685 -3.006 1.834
H -1.267 -4.045 1.553
H -2.725 -4.250 0.545
H -0.067 -4.315 -2.389
H -1.827 -4.410 -2.112
H -0.698 -4.884 -0.834
H -1.877 -0.144 2.093
H 0.835 -1.346 -3.237
C -0.921 0.765 -4.783
H -0.344 1.444 -4.144
H -1.352 -0.051 -4.180
H -1.746 1.331 -5.250
O -1.817 1.033 -0.943
H -2.542 0.497 -0.556
H -1.864 1.899 -0.484
C 1.126 -0.736 4.740
N 0.174 -0.011 3.907
C -0.948 0.698 4.539
C 0.426 -0.006 2.641
N 1.041 -0.323 1.663
H 0.835 -0.562 5.768
H 2.151 -0.370 4.602
H 1.100 -1.822 4.575
H -0.923 1.755 4.231
H -1.899 0.225 4.238
H -0.779 0.575 5.608
*
```

And the Löwdin charges, in e, turn out to be:
1. O -0.125
2. H 0.081
3. Lu 1.670
4. N -0.335
5. N -0.297
6. N -0.109
7. N -0.084
8. O -0.225
9. O -0.029
10. O 0.009
11. O -0.193
12. C -0.273
13. C -0.268
14. C -0.230
15. C -0.229
16. C -0.020
17. H 0.094
18. H 0.094
19. H 0.071
20. C -0.023
21. H 0.096
22. H 0.096
23. H 0.070
24. C 0.020
25. C 0.013
26. H 0.089
27. H 0.123
28. H 0.109
29. H 0.099
30. H 0.121
31. H 0.100
32. H 0.077
33. H 0.101
34. C -0.165
35. H 0.070
36. H 0.058
37. H 0.085
38. O -0.115
39. H 0.075
40. H 0.085
41. C -0.008
42. N -0.169
43. C 0.007
44. C -0.272
45. N 0.064
46. H 0.088
47. H 0.110
48. H 0.105
49. H 0.107
50. H 0.092
51. H 0.093

=====

[4]
Molecular formula: C32H64O24
Method: DFT, ωB97M-V/def2-TZVPD

Calculated values
HOMO-LUMO gap ... 10.785 eV
E_HOMO ... -0.382 hartree
Relative energy (zero: lowest compared OMol25 entry of this formula, charge and spin) ... 445.1 kJ/mol
Total energy ... -3063.38367 hartree
SMILES string ... CCOC(=O)OC.CCOC(=O)OC.CCOC(=O)OC.CCOC(=O)OC.CCOC(=O)OC.CCOC(=O)OC.CCOC(=O)OC.CCOC(=O)OC

The geometry in ORCA input format:
```
! wB97M-V def2-TZVPD RIJCOSX def2/J DEFGRID3
* xyz 0 1
C -5.229 -0.619 -4.137
C -6.713 -0.548 -3.965
O -6.946 0.520 -3.089
C -6.887 0.378 -1.725
O -6.802 -0.615 -1.057
O -7.034 1.593 -1.214
C -7.293 1.765 0.128
H -4.838 -0.718 -3.124
H -4.817 0.364 -4.365
H -4.770 -1.339 -4.814
H -7.273 -1.479 -3.884
H -7.118 -0.151 -4.896
H -6.410 1.576 0.738
H -8.113 1.246 0.625
H -7.509 2.833 0.101
C 3.949 0.075 7.005
C 3.720 -1.232 6.246
O 2.338 -1.385 5.918
C 1.925 -1.146 4.649
O 2.578 -0.508 3.873
O 0.662 -1.455 4.542
C 0.097 -1.411 3.286
H 5.000 0.063 7.291
H 3.191 0.213 7.776
H 3.912 0.976 6.393
H 3.940 -2.058 6.923
H 4.337 -1.332 5.354
H -0.928 -1.704 3.516
H 0.574 -2.047 2.540
H 0.150 -0.391 2.906
C -2.761 -5.298 -4.196
C -1.418 -4.685 -4.643
O -0.491 -5.271 -3.675
C 0.751 -4.781 -3.520
O 1.194 -3.755 -4.066
O 1.420 -5.546 -2.640
C 2.859 -5.489 -2.329
H -2.626 -6.345 -3.925
H -3.530 -5.316 -4.968
H -3.165 -4.930 -3.253
H -1.301 -3.602 -4.597
H -1.233 -4.980 -5.676
H 3.239 -6.187 -1.584
H 3.191 -4.505 -1.998
H 3.541 -5.556 -3.176
C 0.459 4.321 -1.495
C 1.398 5.360 -0.757
O 2.227 5.966 -1.784
C 3.041 7.023 -1.550
O 3.213 7.552 -0.443
O 3.594 7.474 -2.634
C 4.444 8.650 -2.586
H -0.299 4.696 -2.184
H -0.124 3.694 -0.821
H 0.979 3.570 -2.089
H 2.066 4.841 -0.071
H 0.836 6.123 -0.218
H 5.377 8.351 -2.107
H 3.917 9.476 -2.109
H 4.588 9.019 -3.602
C -2.013 -1.660 -1.692
C -0.577 -1.245 -2.191
O -0.059 -0.017 -1.673
C 0.513 -0.055 -0.431
O 0.586 -1.091 0.280
O 0.928 1.163 -0.222
C 1.601 1.546 0.938
H -2.839 -1.121 -2.157
H -2.006 -1.531 -0.610
H -2.169 -2.726 -1.859
H -0.624 -1.278 -3.279
H 0.166 -2.003 -1.941
H 2.496 0.924 0.969
H 1.003 1.348 1.827
H 2.049 2.538 1.002
C 0.260 0.973 -5.469
C 1.019 1.553 -4.209
O 2.131 2.430 -4.608
C 1.859 3.665 -4.979
O 0.744 4.232 -4.809
O 3.069 4.213 -5.267
C 3.279 5.632 -5.329
H -0.112 1.785 -6.094
H -0.533 0.261 -5.243
H 1.023 0.539 -6.117
H 1.491 0.737 -3.663
H 0.346 1.944 -3.445
H 2.742 6.107 -4.507
H 2.748 6.022 -6.197
H 4.331 5.916 -5.291
C -4.809 -2.981 1.092
C -6.264 -2.742 1.555
O -6.605 -3.971 2.225
C -7.616 -3.971 3.107
O -8.260 -2.970 3.484
O -7.738 -5.166 3.677
C -8.704 -5.465 4.576
H -4.756 -3.580 0.183
H -4.250 -3.344 1.955
H -4.354 -2.032 0.811
H -6.879 -2.644 0.660
H -6.311 -1.817 2.130
H -8.930 -4.614 5.220
H -8.374 -6.341 5.135
H -9.567 -5.711 3.958
C 8.012 -0.449 7.982
C 8.288 -0.205 6.505
O 7.232 0.583 6.022
C 7.078 0.645 4.633
O 7.885 0.321 3.781
O 5.900 1.260 4.410
C 5.459 1.378 3.031
H 7.024 -0.909 7.975
H 7.998 0.514 8.493
H 8.638 -1.240 8.393
H 8.140 -1.151 5.984
H 9.220 0.310 6.270
H 4.451 1.792 3.004
H 5.344 0.375 2.620
H 6.221 1.989 2.547
*
```

Löwdin atomic charge list, values in e, 99 entries:
1. C -0.065
2. C -0.243
3. O 0.022
4. C -0.551
5. O 0.139
6. O 0.005
7. C -0.073
8. H 0.053
9. H 0.088
10. H 0.084
11. H 0.131
12. H 0.121
13. H 0.098
14. H 0.104
15. H 0.101
16. C -0.051
17. C -0.207
18. O 0.022
19. C -0.594
20. O 0.129
21. O 0.024
22. C -0.060
23. H 0.053
24. H 0.083
25. H 0.073
26. H 0.120
27. H 0.118
28. H 0.106
29. H 0.095
30. H 0.075
31. C -0.063
32. C -0.164
33. O 0.005
34. C -0.545
35. O 0.075
36. O -0.002
37. C -0.017
38. H 0.077
39. H 0.074
40. H 0.066
41. H 0.107
42. H 0.123
43. H 0.091
44. H 0.085
45. H 0.088
46. C -0.046
47. C -0.142
48. O 0.009
49. C -0.585
50. O 0.083
51. O -0.015
52. C 0.000
53. H 0.076
54. H 0.065
55. H 0.050
56. H 0.106
57. H 0.122
58. H 0.103
59. H 0.097
60. H 0.092
61. C -0.026
62. C -0.189
63. O 0.002
64. C -0.511
65. O 0.085
66. O 0.011
67. C -0.033
68. H 0.053
69. H 0.065
70. H 0.068
71. H 0.102
72. H 0.112
73. H 0.101
74. H 0.092
75. H 0.091
76. C -0.038
77. C -0.165
78. O 0.030
79. C -0.537
80. O 0.066
81. O -0.015
82. C -0.030
83. H 0.068
84. H 0.062
85. H 0.074
86. H 0.110
87. H 0.098
88. H 0.071
89. H 0.094
90. H 0.098
91. C -0.059
92. C -0.195
93. O 0.027
94. C -0.531
95. O 0.076
96. O -0.008
97. C -0.082
98. H 0.075
99. H 0.080